No. 1
16
Properties=species:S:1:pos:R:3:nbo_charge:R:1 method="wB97M-V/def2-TZVPD" e_lumo_ev=0.63 largest_force_ev_per_a=2.9 gap_ev=10.1 e_homo_ev=-9.47 smiles="CC(C)=O.CC#N"
C 0.3118 -1.8630 -1.1563 -0.58
O -1.1623 -0.3093 -0.4418 -0.59
C -0.6600 0.4079 0.3956 0.64
C -1.0152 1.8481 0.3186 -0.73
C 0.3736 -0.0258 1.4202 -0.75
C 1.1397 -0.3099 -1.4192 0.27
N 1.6972 0.7247 -1.4537 -0.43
H 0.0010 -2.0897 -2.1678 0.23
H 1.1689 -2.3765 -0.7735 0.21
H -0.5552 -2.2186 -0.5201 0.27
H -1.1451 2.2984 1.3014 0.22
H -1.9192 1.9253 -0.2903 0.24
H -0.1834 2.3212 -0.2159 0.26
H 1.3532 0.3269 1.0739 0.26
H 0.4237 -1.1104 1.5457 0.23
H 0.1713 0.4507 2.3830 0.23

No. 2
23
Properties=species:S:1:pos:R:3:nbo_charge:R:1 method="wB97M-V/def2-TZVPD" e_lumo_ev=-1.40 largest_force_ev_per_a=7.4 gap_ev=7.1 e_homo_ev=-8.45
C -0.4282 -0.4004 -2.3261 -0.19
C 1.3070 -1.6350 -1.0300 -0.20
C 0.6232 -0.0055 -3.1412 0.01
C 2.2259 -1.0928 -1.8786 0.01
C -0.0962 -1.1821 -1.2092 -0.13
C -1.0395 2.4641 2.0251 -0.84
C -1.1409 -1.5590 -0.3247 -0.13
N 1.9675 -0.2299 -2.8725 -0.38
N -0.3219 -0.1991 1.3747 -0.97
O -2.5307 0.8078 0.8133 -0.96
O -0.4691 1.6106 -0.4327 -0.95
S 1.3277 -0.0868 1.2851 0.31
S -1.1358 1.1690 0.7614 2.25
H -1.4748 -0.1600 -2.6748 0.24
H 1.6442 -2.3175 -0.3422 0.22
H 0.2822 0.7048 -3.9447 0.20
H 3.2607 -1.3486 -1.6514 0.19
H -0.1101 2.1902 2.6392 0.24
H -0.8604 3.4492 1.5370 0.25
H -1.8597 2.3604 2.5312 0.23
H -2.0269 -0.9711 -0.3833 0.23
H -1.1856 -2.2953 0.4709 0.23
H 1.4730 -0.7676 2.5070 0.12

No. 3
20
Properties=species:S:1:pos:R:3:nbo_charge:R:1 method="wB97M-V/def2-TZVPD" e_lumo_ev="-1.00 / -0.96" largest_force_ev_per_a=5.4 gap_ev="5.3 / 5.4" e_homo_ev="-6.33 / -6.35"
C 1.3232 0.7727 1.1456 -0.23
C 1.6266 0.1236 2.3069 -0.25
C 0.2790 -1.8438 1.6316 -0.31
C 0.3314 0.2700 0.2735 0.25
C -0.0674 -1.1323 0.5060 0.28
C 1.0564 -1.1108 2.5420 0.02
C -0.2745 1.0756 -3.3448 -1.00
N -3.2873 2.0749 -0.5529 0.08
O -3.5112 1.5392 0.5044 -0.27
O -0.6961 -1.7052 -0.5724 -0.71
O 0.1054 0.7794 -0.9015 -0.75
P -1.1473 0.4616 -1.8321 1.02
Cl 1.5765 -1.8538 4.0680 -0.03
H 1.5031 1.7825 1.1429 0.22
H 2.1133 0.6310 3.1032 0.23
H 0.0906 -2.9019 1.6507 0.24
H -0.8589 0.8471 -4.1201 0.22
H 0.7321 0.6562 -3.5918 0.25
H -0.1862 2.1984 -3.2727 0.24
H -0.7087 -2.6644 -0.6866 0.51

No. 4
41
Properties=species:S:1:pos:R:3:mulliken_spin:R:1 method="wB97M-V/def2-TZVPD" e_lumo_ev="-8.40 / -8.23" largest_force_ev_per_a=3.9 spin_multiplicity=5 total_charge=+2 gap_ev="6.8 / 7.0" e_homo_ev="-15.18 / -15.24"
Ho 0.0081 0.1675 3.1427 3.95
Cl 0.0270 1.0363 5.1848 0.01
P 0.0131 0.0919 0.6943 0.03
C -1.3415 -0.7135 -0.0885 0.00
C -1.1668 -1.4412 -1.2611 0.00
C -2.2797 -2.0074 -1.8963 0.00
C -3.5570 -1.8441 -1.3598 0.00
C -3.7244 -1.1288 -0.1718 0.00
C -2.6163 -0.5751 0.4667 0.01
C -0.2390 1.8969 0.4632 -0.01
C 0.6188 2.7838 1.1235 0.00
C 0.4598 4.1592 0.9540 0.00
C -0.5471 4.6465 0.1262 0.00
C -1.3976 3.7582 -0.5351 0.00
C -1.2477 2.3834 -0.3691 0.01
C 1.5805 -0.2538 -0.0539 0.00
C 2.6518 -0.7424 0.6937 0.01
C 3.8839 -0.9746 0.0797 0.00
C 4.0456 -0.7044 -1.2793 0.00
C 2.9802 -0.1840 -2.0186 0.00
C 1.7448 0.0509 -1.3987 0.00
H 1.4171 2.3984 1.7699 0.00
H 1.1259 4.8459 1.4763 0.00
H -0.6725 5.7206 -0.0067 0.00
H -2.1837 4.1388 -1.1864 0.00
H -1.9178 1.6938 -0.8769 0.00
H -0.1784 -1.5887 -1.6789 0.00
H -2.1411 -2.5829 -2.8092 0.00
H -4.4179 -2.2835 -1.8585 0.00
H -4.7158 -1.0108 0.2611 0.00
H -2.7355 -0.0342 1.4107 0.00
H 2.5211 -0.9234 1.7672 0.00
H 4.7183 -1.3585 0.6652 0.00
H 5.0044 -0.8827 -1.7613 0.00
H 3.1102 0.0498 -3.0729 0.00
H 0.9320 0.4853 -1.9745 0.00
H -0.1039 -6.4328 -3.1547 0.00
H 0.6450 -6.4001 -3.1223 0.00
O -0.1196 -1.9968 3.5006 0.00
H -0.8667 -2.0650 4.1274 0.00
H 0.6822 -2.1785 4.0276 0.00

No. 5
87
Properties=species:S:1:pos:R:3:lowdin_charge:R:1 method="wB97M-V/def2-TZVPD" e_lumo_ev=0.69 largest_force_ev_per_a=1.8 gap_ev=9.8 e_homo_ev=-9.14 smiles=C1CCOC1.C1CCOC1.C1CCOC1.C1CCOC1.C1CCOC1.C1CCOC1.CCO
C -2.3379 2.7684 3.0824 -0.16
C -3.6225 3.5677 2.8988 -0.17
C -4.5562 2.8618 3.8981 -0.23
O -4.1850 1.5161 3.8375 -0.13
C -2.8125 1.3705 3.5049 -0.18
H -1.7857 3.2656 3.8830 0.11
H -1.7161 2.7441 2.1920 0.09
H -4.0381 3.5288 1.8865 0.10
H -3.4229 4.6278 3.0635 0.11
H -5.6237 2.9767 3.7106 0.12
H -4.4061 3.3539 4.8739 0.12
H -2.7386 0.6753 2.6647 0.10
H -2.2178 0.9409 4.3154 0.11
C -1.0515 -5.8755 0.6739 -0.19
C -0.9350 -5.4808 2.1344 -0.15
C -0.5591 -3.9903 1.9443 -0.20
O 0.1298 -3.9104 0.7042 -0.16
C 0.1436 -5.1681 0.0418 -0.20
H -1.9977 -5.4827 0.2880 0.12
H -1.1550 -6.9495 0.4910 0.11
H -0.0800 -5.9766 2.5948 0.11
H -1.8707 -5.6034 2.6727 0.11
H 0.0549 -3.6438 2.7697 0.09
H -1.4608 -3.3837 1.8142 0.12
H 1.1068 -5.6751 0.1636 0.12
H 0.0084 -5.0928 -1.0399 0.12
C 0.6540 -1.6300 -6.2879 -0.17
C 2.0928 -1.3965 -5.8575 -0.17
C 1.9620 -1.1227 -4.3383 -0.17
O 0.5954 -0.6822 -4.1701 -0.16
C -0.0522 -0.5970 -5.4311 -0.23
H 0.2706 -2.6120 -6.0017 0.12
H 0.5656 -1.5082 -7.3672 0.11
H 2.4122 -0.4376 -6.2736 0.11
H 2.7693 -2.2083 -6.1112 0.11
H 2.5700 -0.2782 -4.0307 0.11
H 2.0715 -2.0773 -3.8264 0.12
H 0.0809 0.4156 -5.8476 0.12
H -1.1394 -0.6550 -5.3643 0.11
C -3.3586 2.5943 -3.3259 -0.16
C -2.2645 3.4054 -2.6590 -0.17
C -1.0878 2.4807 -2.8222 -0.22
O -1.6365 1.2093 -2.5063 -0.18
C -2.9982 1.1307 -2.9334 -0.16
H -3.2309 2.7129 -4.4079 0.11
H -4.3822 2.9082 -3.1273 0.11
H -2.4066 3.4543 -1.5764 0.12
H -2.0698 4.3638 -3.1411 0.12
H -0.2792 2.6970 -2.1159 0.11
H -0.5744 2.4409 -3.7942 0.12
H -3.5700 0.8507 -2.0481 0.12
H -3.1459 0.4731 -3.7879 0.11
C 1.9884 -1.5798 5.2442 -0.17
C 1.5144 -1.5606 3.7874 -0.17
C 1.5736 -0.0700 3.4241 -0.18
O 1.5723 0.6365 4.6600 -0.15
C 1.3688 -0.2810 5.7501 -0.19
H 3.0729 -1.6629 5.3200 0.11
H 1.6037 -2.4532 5.7792 0.11
H 0.4650 -1.8655 3.8355 0.09
H 1.9756 -2.3096 3.1447 0.11
H 0.6500 0.1321 2.8700 0.10
H 2.4363 0.2908 2.8642 0.11
H 0.2838 -0.2787 5.8889 0.12
H 1.8796 0.0759 6.6434 0.12
C 4.2309 3.1109 -1.3486 -0.17
C 3.1996 1.9790 -1.3103 -0.17
C 3.0803 1.6921 0.2061 -0.18
O 4.3572 2.0764 0.7398 -0.13
C 5.1765 2.5955 -0.2609 -0.24
H 3.6746 4.0077 -1.0660 0.11
H 4.7312 3.2487 -2.3052 0.11
H 3.5753 1.1017 -1.8342 0.11
H 2.2230 2.3269 -1.6512 0.10
H 2.9549 0.6090 0.2354 0.10
H 2.3112 2.2637 0.7200 0.12
H 5.8047 1.8170 -0.7296 0.12
H 5.9243 3.3269 0.0553 0.12
C 0.1847 -0.8593 -0.5265 -0.06
C -0.9352 -0.3761 0.3939 -0.31
O -0.8882 1.0139 0.6817 -0.09
H 1.1417 -0.7273 -0.0155 0.06
H 0.1992 -0.1846 -1.3878 0.06
H 0.1306 -1.8735 -0.9093 0.07
H -0.9272 -0.9797 1.3076 0.09
H -1.9296 -0.5598 -0.0374 0.11
H -1.3231 1.4199 -0.0798 0.06

No. 6
14
Properties=species:S:1:pos:R:3:nbo_charge:R:1 method="wB97M-V/def2-TZVPD" e_lumo_ev=-4.65 largest_force_ev_per_a=5.6 total_charge=+1 gap_ev=10.5 e_homo_ev=-15.14 smiles="N/C(=N/[NH3+])N[N+](=O)[O-]"
C 0.3826 -0.7028 -0.4247 0.63
N 1.2689 -0.4329 0.3986 -0.39
N 0.3368 -1.5047 -1.4861 -0.78
N -1.0580 -0.0269 -0.5823 -0.51
N -1.7020 0.8087 0.2708 0.64
N 1.3922 0.6540 1.3086 -0.54
O -0.9973 1.5681 1.0372 -0.46
O -2.8823 0.8937 0.0777 -0.24
H 1.1200 -2.1630 -1.6853 0.45
H -0.5923 -1.6667 -1.9526 0.43
H -1.3583 -0.0418 -1.5501 0.42
H 1.2505 0.3140 2.2636 0.44
H 0.4898 1.3031 1.1049 0.46
H 2.3493 0.9972 1.2197 0.45

No. 7
23
Properties=species:S:1:pos:R:3:nbo_charge:R:1 method="wB97M-V/def2-TZVPD" e_lumo_ev=0.11 largest_force_ev_per_a=3.8 gap_ev=8.7 e_homo_ev=-8.59
C -0.8460 -0.0857 -2.1688 -0.02
C -0.1507 -1.2657 -2.1665 0.25
C 2.0137 -0.0701 -0.5187 -0.22
C 1.0504 0.0560 0.3689 -0.19
C 1.7128 -0.0705 -1.9832 0.22
C -0.9132 0.7538 -1.1568 -0.27
C -0.6788 -2.2546 -1.0507 0.37
C 1.6157 1.1434 -2.5565 -0.38
C -0.3867 -0.0256 0.2003 0.20
C -1.2167 0.5398 1.3369 -0.61
O 1.1694 -1.1833 -2.5871 -0.48
O -0.8111 -1.4072 0.0623 -0.57
O 0.3245 -3.1043 -0.7349 -0.70
I 1.0920 1.2399 -4.5808 0.16
H 2.9890 -0.1353 -0.1410 0.22
H 1.3010 0.0364 1.4913 0.21
H -1.2982 1.7140 -0.9193 0.22
H -1.7084 -2.6081 -1.3396 0.18
H 2.0656 2.0903 -2.1451 0.24
H -1.0563 0.0454 2.2793 0.22
H -2.3039 0.5029 1.0448 0.24
H -0.6987 1.5670 1.3352 0.21
H 0.4388 -3.1145 0.2315 0.50

No. 8
17
Properties=species:S:1:pos:R:3:nbo_charge:R:1 method="wB97M-V/def2-TZVPD" e_lumo_ev=1.07 largest_force_ev_per_a=2.5 gap_ev=10.5 e_homo_ev=-9.38 smiles=C[C@@H]1[C@@H]2C[C@@H](O)[C@H]12
C -1.9768 -0.6176 0.3187 -0.61
C -1.1486 0.5446 -0.1407 -0.24
C 0.1533 0.7625 0.5538 -0.36
C 0.1161 0.5734 -0.9623 -0.16
C 0.9788 -0.6843 -0.9317 -0.45
C 1.4271 -0.3295 0.4683 0.12
O 2.4585 0.6266 0.5376 -0.72
H -2.5938 -0.2892 1.1672 0.22
H -1.3036 -1.3912 0.6951 0.21
H -2.6311 -1.0250 -0.4523 0.21
H -1.7480 1.4246 -0.4393 0.22
H 1.9557 1.4561 0.4209 0.47
H 0.3647 1.1063 1.5237 0.25
H 0.2295 1.3118 -1.7448 0.22
H 1.7444 -0.7404 -1.7058 0.22
H 0.3943 -1.6123 -0.9053 0.21
H 1.7035 -1.1436 1.1669 0.18

No. 9
65
Properties=species:S:1:pos:R:3:nbo_charge:R:1 method="wB97M-V/def2-TZVPD" e_lumo_ev=0.30 largest_force_ev_per_a=8.7 gap_ev=6.6 e_homo_ev=-6.35
P 0.1950 -1.4817 -1.7067 0.77
P -0.0927 1.6003 -1.6050 0.76
C -0.1733 -0.6026 -3.3058 -0.72
C 0.3646 0.8360 -3.2399 -0.72
H -1.2651 -0.5916 -3.4098 0.23
H 0.2347 -1.1471 -4.1656 0.24
H 1.4605 0.8302 -3.2848 0.23
H 0.0033 1.4411 -4.0799 0.24
C -1.7396 2.3492 -1.9383 -0.93
H -2.0104 2.9870 -1.0919 0.26
H -2.4881 1.5556 -2.0135 0.24
H -1.7410 2.9438 -2.8586 0.23
C 0.9881 3.0815 -1.5184 -0.93
H 0.9464 3.6759 -2.4376 0.22
H 2.0173 2.7619 -1.3339 0.25
H 0.6675 3.6977 -0.6734 0.27
C -0.8800 -2.9673 -1.7892 -0.93
H -0.6474 -3.6881 -0.9978 0.26
H -0.7577 -3.4424 -2.7663 0.22
H -1.9222 -2.6491 -1.6947 0.24
C 1.8627 -2.2015 -1.9980 -0.93
H 2.6109 -1.4049 -1.9621 0.24
H 1.9232 -2.7190 -2.9620 0.23
H 2.0841 -2.9064 -1.1915 0.26
Be 0.0000 0.0000 0.0000 1.44
C 0.5758 1.7646 -7.2788 -0.19
C -0.7390 1.8062 -7.0325 -0.18
C -1.8625 0.9851 -7.6089 -0.43
C -1.4855 -0.3358 -8.3155 -0.44
C -0.7636 -1.3055 -7.4110 -0.19
C 0.5405 -1.3657 -7.1163 -0.18
C 1.6848 -0.5087 -7.5906 -0.43
C 1.3343 0.8584 -8.2185 -0.45
C 0.0396 -1.4903 1.5039 -1.31
H 1.1977 2.4549 -6.7086 0.20
H -1.0707 2.5440 -6.3007 0.20
H -2.4395 1.6094 -8.3092 0.22
H -2.5566 0.7529 -6.7889 0.21
H -2.4168 -0.8049 -8.6541 0.22
H -0.9091 -0.1260 -9.2184 0.21
H -1.4067 -2.0325 -6.9147 0.20
H 0.8438 -2.1522 -6.4241 0.20
H 2.2893 -1.0842 -8.3092 0.22
H 2.3461 -0.3348 -6.7301 0.21
H 2.2778 1.3485 -8.4865 0.22
H 0.7946 0.7123 -9.1560 0.21
H 0.7032 -1.1851 2.3205 0.20
H 0.3571 -2.4825 1.1579 0.16
H -0.9750 -1.5865 1.9145 0.20
O -2.3397 0.6022 1.5910 -0.64
C -1.3192 1.0976 2.0434 0.61
N -0.1742 1.1571 1.3189 -1.05
S 1.1441 1.7459 2.3219 2.11
O 2.2322 0.6999 2.0383 -0.88
O 1.4978 3.0489 1.5947 -0.92
C 0.1460 1.7735 3.7812 -0.22
C 0.5392 2.0445 5.0895 -0.20
C -0.4248 1.9626 6.1064 -0.20
C -1.7551 1.6161 5.7983 -0.18
C -2.1298 1.3498 4.4714 -0.16
C -1.1601 1.4386 3.4683 -0.12
H 1.5667 2.2950 5.3185 0.23
H -0.1425 2.1544 7.1333 0.22
H -2.4885 1.5393 6.5904 0.22
H -3.1454 1.0567 4.2374 0.24

No. 10
17
Properties=species:S:1:pos:R:3:nbo_charge:R:1 method="wB97M-V/def2-TZVPD" e_lumo_ev="0.41 / 0.42" largest_force_ev_per_a=1.2 gap_ev="7.4 / 7.4" e_homo_ev="-7.01 / -7.01"
C -1.1225 -1.3041 0.7248 -0.37
C 3.2221 -0.3808 0.3086 -0.71
C -2.6821 0.2530 -0.4477 -0.63
C -0.2394 0.7196 -0.2861 0.45
C 1.9505 0.2691 0.7086 0.17
C -1.3256 -0.1832 0.0203 -0.06
O -0.5517 1.8824 -0.9520 -0.67
N 0.9844 0.4473 -0.0320 -0.41
H 0.2432 2.4197 -1.0440 0.49
H -1.9470 -1.9483 0.9839 0.20
H -0.1431 -1.6519 0.9998 0.20
H 3.2538 -0.7105 -0.7340 0.20
H 3.3760 -1.2399 0.9644 0.24
H 4.0402 0.3163 0.4944 0.24
H -3.4416 -0.4404 -0.1007 0.22
H -2.7145 0.3007 -1.5328 0.22
H -2.9027 1.2509 -0.0754 0.23

No. 11
17
Properties=species:S:1:pos:R:3:nbo_charge:R:1 method="wB97M-V/def2-TZVPD" e_lumo_ev=-6.87 largest_force_ev_per_a=4.4 total_charge=+1 gap_ev=8.1 e_homo_ev=-14.98 smiles="C/C=C(/C)[N+](C)=O"
C -1.1495 -0.7662 -0.0411 0.00
C 0.1704 -0.7536 0.1315 0.09
C -1.9185 0.4590 -0.2519 -0.70
C 1.0607 -1.9346 -0.0144 -0.65
C 0.6968 1.7731 0.3460 -0.52
N 1.0886 0.4501 0.0412 0.30
O 2.2199 0.2902 -0.3086 -0.14
H -1.5053 -1.6959 -0.3015 0.25
H -2.9644 0.1502 -0.2259 0.26
H -1.6851 0.8271 -1.2365 0.26
H -1.8995 1.2588 0.4850 0.25
H 0.6376 -2.8712 -0.0852 0.25
H 1.8100 -1.8283 -0.7081 0.25
H 1.5672 -1.8820 0.9788 0.24
H 0.3558 2.3373 -0.6129 0.30
H 1.6975 2.3469 0.6939 0.30
H -0.1821 1.8390 1.1097 0.27

No. 12
10
Properties=species:S:1:pos:R:3:nbo_charge:R:1 method="wB97M-V/def2-TZVPD" e_lumo_ev="0.60 / 0.60" largest_force_ev_per_a=9.5 gap_ev="8.9 / 8.9" e_homo_ev="-8.27 / -8.27" smiles="C=C1CC1"
C -0.2517 -0.0386 0.0340 0.08
C -1.9506 -0.0280 -0.0015 -0.43
C 0.9456 0.7743 -0.0097 -0.48
C 1.0054 -0.7521 0.0028 -0.48
H -2.4185 -0.9819 0.0300 0.20
H -2.4160 0.9282 -0.0120 0.20
H 1.1978 1.3005 -0.9213 0.23
H 1.2429 1.3075 0.8849 0.23
H 1.3526 -1.2468 0.9002 0.23
H 1.2926 -1.2632 -0.9074 0.23